Below is the molecule C3H5NO2, with properties calculated with ωB97M-V/def2-TZVPD.

CARTESIAN COORDINATES (ANGSTROEM)
C  -1.75250  -0.29149  0.15109
C  -0.50922  0.18146  0.02242
O  -0.22634  1.48567  -0.22908
N  0.65012  -0.57911  0.15812
C  1.94053  -0.18459  -0.12392
O  2.90134  -0.87050  0.14578
H  -2.57680  0.40682  0.25039
H  -1.96728  -1.35089  0.19850
H  -1.03221  1.86819  -0.60043
H  0.56951  -1.46531  0.63738
H  2.00285  0.79975  -0.61025

Calculated values
**Highest occupied orbital energy**: -8.9204 eV
**Gap between HOMO and LUMO**: 9.5 eV
**Energy above the lowest of the compared OMol25 structures with the same formula, charge and spin**: 23.1 kcal per mole
**SMILES**: C=C(O)NC=O
**Maximum force**: 0.43 eV/Å
**LUMO energy**: 0.0220 Ha



Below is the molecule C3H5NO2 in a non-equilibrium geometry, with properties calculated with ωB97M-V/def2-TZVPD.

CARTESIAN COORDINATES (ANGSTROEM)
N  1.55175  -0.62919  0.29379
C  0.88816  0.54448  0.38992
O  1.41223  1.64654  0.37023
C  -0.64139  0.28406  0.47233
C  -1.34882  0.13440  -0.79972
O  -1.14066  -0.98243  0.05127
H  1.01480  -1.48092  0.27960
H  2.55522  -0.64073  0.20787
H  -1.18879  0.55178  1.36018
H  -2.34479  0.56053  -0.92222
H  -0.75772  0.01148  -1.70325

Calculated values
**Highest occupied orbital energy**: -9.9607 eV
**Gap between HOMO and LUMO**: 10.9 eV
**Energy above the lowest of the compared OMol25 structures with the same formula, charge and spin**: 35.3 kcal per mole
**SMILES**: NC(=O)[C@H]1CO1
**Maximum force**: 1.02 eV/Å
**LUMO energy**: 0.0357 Ha



Below is the molecule C3H5NO2, with properties calculated with ωB97M-V/def2-TZVPD.

CARTESIAN COORDINATES (ANGSTROEM)
O  0.07615  2.58314  -0.83046
C  0.75729  1.68925  -0.49238
N  1.48956  0.77989  -0.14453
C  0.91582  -0.49486  0.30706
C  -0.58537  -0.33938  0.07261
O  -1.33308  -1.52045  0.08806
H  1.19056  -0.63591  1.35734
H  1.33701  -1.32890  -0.26253
H  -0.95012  0.37223  0.83430
H  -0.64732  0.12602  -0.92501
H  -2.25050  -1.23104  -0.00446

Calculated values
**Highest occupied orbital energy**: -10.4976 eV
**Gap between HOMO and LUMO**: 11.2 eV
**Energy above the lowest of the compared OMol25 structures with the same formula, charge and spin**: 30.1 kcal per mole
**SMILES**: O=C=NCCO
**Maximum force**: 0.89 eV/Å
**LUMO energy**: 0.0246 Ha



Below is a cluster of 2 separate species, C3H5NO2 in total in a non-equilibrium geometry, with properties calculated with ωB97M-V/def2-TZVPD.

CARTESIAN COORDINATES (ANGSTROEM)
N  0.28396  1.80477  2.65913
C  0.44952  1.05713  1.79247
C  0.65079  0.13055  0.66212
O  1.26001  -0.90325  0.80081
C  0.07093  0.55645  -0.66630
O  0.29961  -0.41113  -1.63968
H  0.52113  1.52374  -0.94035
H  -1.00715  0.73244  -0.52699
H  0.85108  -1.09946  -1.23143
H  -1.48022  -1.61448  -0.75185
H  -1.89963  -1.77677  -0.15792

Calculated values
**Highest occupied orbital energy**: -11.4603 eV
**Gap between HOMO and LUMO**: 10.7 eV
**Energy above the lowest of the compared OMol25 structures with the same formula, charge and spin**: 60.9 kcal per mole
**SMILES**: N#CC(=O)CO.[H][H]
**Maximum force**: 1.14 eV/Å
**LUMO energy**: -0.0268 Ha



Below is the molecule C3H5NO2 in a non-equilibrium geometry, with properties calculated with ωB97M-V/def2-TZVPD.

CARTESIAN COORDINATES (ANGSTROEM)
H  -1.56068  -1.25840  1.94473
N  -1.53102  -0.38437  1.43350
C  -0.87447  -0.23233  0.35925
C  -0.02836  1.00932  0.25922
O  0.58116  0.98997  -1.00251
C  0.83434  -0.35598  -1.15079
O  -0.29075  -1.07412  -0.55649
H  -0.35888  2.03548  0.44805
H  0.57641  0.48837  1.04165
H  0.91542  -0.59718  -2.21153
H  1.73684  -0.62076  -0.56507

Calculated values
**Highest occupied orbital energy**: -9.8404 eV
**Gap between HOMO and LUMO**: 10.7 eV
**Energy above the lowest of the compared OMol25 structures with the same formula, charge and spin**: 61.4 kcal per mole
**SMILES**: [H]/N=C1/COCO1
**Maximum force**: 2.18 eV/Å
**LUMO energy**: 0.0320 Ha



Below is the molecule C3H5NO2, with properties calculated with ωB97M-V/def2-TZVPD.

CARTESIAN COORDINATES (ANGSTROEM)
H  -1.42729  2.24978  0.68686
N  -1.18942  1.26127  0.61880
C  -0.99261  0.96548  -0.59045
O  -0.70244  -0.29120  -1.02006
C  0.38210  -0.99341  -0.49640
C  0.95660  -0.83391  0.83409
O  1.57722  -0.29683  -0.35083
H  -1.06178  1.64814  -1.44167
H  0.43256  -1.94093  -1.02863
H  0.53139  -0.09749  1.50968
H  1.49365  -1.67090  1.27861

Calculated values
**Highest occupied orbital energy**: -10.3042 eV
**Gap between HOMO and LUMO**: 11.3 eV
**Energy above the lowest of the compared OMol25 structures with the same formula, charge and spin**: 60.2 kcal per mole
**SMILES**: [H]/N=C/O[C@@H]1CO1
**Maximum force**: 0.40 eV/Å
**LUMO energy**: 0.0379 Ha



Below is the molecule C3H5NO2 in a non-equilibrium geometry, with properties calculated with ωB97M-V/def2-TZVPD.

CARTESIAN COORDINATES (ANGSTROEM)
H  -0.49189  -1.29263  -2.60229
N  -0.10730  -0.74167  -1.83433
C  -0.41134  0.41020  -1.52240
O  0.27679  1.13793  -0.24379
C  -0.14494  0.51289  0.93574
C  0.78055  -0.64022  1.24580
O  0.52520  -1.50586  2.04465
H  -0.84498  1.38343  -1.33536
H  -1.17700  0.12897  0.86688
H  -0.13230  1.21951  1.78056
H  1.72721  -0.61255  0.66453

Calculated values
**Highest occupied orbital energy**: -9.5554 eV
**Gap between HOMO and LUMO**: 10.4 eV
**Energy above the lowest of the compared OMol25 structures with the same formula, charge and spin**: 93.4 kcal per mole
**SMILES**: [H]/N=C/OCC=O
**Maximum force**: 3.28 eV/Å
**LUMO energy**: 0.0324 Ha



Below is a cluster of 2 separate species, C3H5NO2 in total in a non-equilibrium geometry, with properties calculated with ωB97M-V/def2-TZVPD.

CARTESIAN COORDINATES (ANGSTROEM)
C  -1.67548  -0.57575  -0.12775
C  1.06269  -0.98492  0.14627
C  -0.02405  0.92710  -0.43506
N  -2.47665  -1.26128  0.34548
O  -0.62428  2.07712  -0.03802
O  0.80707  0.36377  0.47063
H  0.06206  -1.43775  0.31092
H  1.83288  -1.27533  0.77843
H  1.42257  -0.88968  -0.93889
H  0.18802  0.76891  -1.47175
H  -0.57483  2.28782  0.95974

Calculated values
**Highest occupied orbital energy**: -10.3381 eV
**Gap between HOMO and LUMO**: 10.4 eV
**Energy above the lowest of the compared OMol25 structures with the same formula, charge and spin**: 94.9 kcal per mole
**Maximum force**: 4.82 eV/Å
**LUMO energy**: 0.0027 Ha



Below is the molecule C3H5NO2 in a non-equilibrium geometry, with properties calculated with ωB97M-V/def2-TZVPD.

CARTESIAN COORDINATES (ANGSTROEM)
H  0.49328  0.70552  0.53276
N  1.48731  0.86734  0.11500
C  1.51849  -0.01746  -0.77640
O  0.40378  -0.95273  -0.94836
C  -0.53493  -0.85810  0.09009
C  -1.09825  0.70937  0.50817
O  -1.58166  0.93793  1.58715
H  2.27149  -0.24643  -1.54125
H  -0.17264  -1.35203  1.00917
H  -1.52300  -1.19417  -0.22186
H  -1.26388  1.40075  -0.35449

Calculated values
**Highest occupied orbital energy**: -10.0146 eV
**Gap between HOMO and LUMO**: 10.4 eV
**Energy above the lowest of the compared OMol25 structures with the same formula, charge and spin**: 73.6 kcal per mole
**SMILES**: [H]/N=C\OCC=O
**Maximum force**: 3.13 eV/Å
**LUMO energy**: 0.0156 Ha



Below is the molecule C3H5NO2 in a non-equilibrium geometry, with properties calculated with ωB97M-V/def2-TZVPD.

CARTESIAN COORDINATES (ANGSTROEM)
O  -0.63346  0.46452  -2.55897
C  -0.34656  0.25010  -1.42755
N  0.39148  1.05560  -0.55822
C  0.33436  0.48651  0.79847
C  -0.39877  -0.86665  0.64055
O  -0.33907  -1.13736  -0.75609
H  1.23237  0.48914  -0.96028
H  1.34435  0.38497  1.22233
H  -0.21137  1.21772  1.38887
H  -1.44487  -0.77360  0.96332
H  0.07895  -1.65624  1.23491

Calculated values
**Highest occupied orbital energy**: -10.7864 eV
**Gap between HOMO and LUMO**: 11.3 eV
**Energy above the lowest of the compared OMol25 structures with the same formula, charge and spin**: 42.5 kcal per mole
**SMILES**: O=C1NCCO1
**Maximum force**: 2.87 eV/Å
**LUMO energy**: 0.0185 Ha



Copy entry 2 word for word.
Below is the molecule C3H5NO2 in a non-equilibrium geometry, with properties calculated with ωB97M-V/def2-TZVPD.

CARTESIAN COORDINATES (ANGSTROEM)
N  1.55175  -0.62919  0.29379
C  0.88816  0.54448  0.38992
O  1.41223  1.64654  0.37023
C  -0.64139  0.28406  0.47233
C  -1.34882  0.13440  -0.79972
O  -1.14066  -0.98243  0.05127
H  1.01480  -1.48092  0.27960
H  2.55522  -0.64073  0.20787
H  -1.18879  0.55178  1.36018
H  -2.34479  0.56053  -0.92222
H  -0.75772  0.01148  -1.70325

Calculated values
**Highest occupied orbital energy**: -9.9607 eV
**Gap between HOMO and LUMO**: 10.9 eV
**Energy above the lowest of the compared OMol25 structures with the same formula, charge and spin**: 35.3 kcal per mole
**SMILES**: NC(=O)[C@H]1CO1
**Maximum force**: 1.02 eV/Å
**LUMO energy**: 0.0357 Ha